Record 1
117
Properties=species:S:1:pos:R:3:forces:R:3:lowdin_charge:R:1 method="wB97M-V/def2-TZVPD" e_homo_ev="-7.789 / -7.776" homo_lumo_gap_ev="7.94 / 7.95" total_energy_ha=-8591.6342 multiplicity=7 s2=12.7030 total_charge=0
Tb 0.709256 -1.058849 2.726977 0.4 -1.1 2.0 1.27
C -0.007991 -0.174044 -0.586296 -0.1 0.4 -0.1 0.03
O 0.393500 -1.024751 0.503520 0.0 -0.4 -0.9 -0.28
C 0.735431 -2.329196 0.070753 0.1 -0.4 -0.4 -0.20
C -0.256562 -3.316176 0.013256 -0.1 0.2 0.1 -0.12
C -1.579255 -3.226911 0.751535 0.0 0.2 0.0 -0.06
C -2.320653 -1.915936 0.736458 0.1 -0.1 0.1 -0.15
C -3.177782 -1.614919 -0.306496 0.0 0.0 0.1 0.00
C -3.905690 -0.426490 -0.359193 0.0 0.0 0.0 -0.17
C -3.736316 0.451077 0.700778 0.0 0.0 -0.1 0.02
C -2.876356 0.184622 1.760172 0.2 -0.1 0.3 -0.12
C -2.656902 1.217869 2.847953 0.0 -0.1 -0.2 -0.06
C -1.626881 2.205728 2.353033 0.0 -0.1 0.1 -0.11
C -2.019878 3.215861 1.486783 0.0 0.0 0.0 0.02
C -1.113251 4.088608 0.894659 0.1 0.0 0.0 -0.15
C 0.231812 3.905607 1.181715 -0.1 0.0 0.0 0.03
C 0.675421 2.910646 2.047402 0.1 -0.1 0.1 -0.12
C 2.161631 2.698815 2.217763 0.0 -0.1 -0.2 -0.05
C 2.655925 1.892347 1.032091 0.0 -0.2 0.3 -0.12
C 2.965792 2.516863 -0.170217 0.0 0.0 0.0 0.02
C 3.337707 1.805630 -1.301308 0.0 0.0 0.0 -0.17
C 3.403998 0.418569 -1.175042 0.0 0.0 0.1 0.00
C 3.112363 -0.235880 0.008771 0.0 -0.1 0.2 -0.15
C 3.237586 -1.736904 0.094272 0.0 0.1 0.0 -0.06
C 2.053693 -2.600456 -0.303491 -0.1 0.2 0.1 -0.12
C 2.315564 -3.821287 -0.916427 0.0 0.0 0.1 0.03
C 1.329363 -4.777398 -1.118850 0.0 0.0 0.0 -0.15
C 0.064123 -4.513951 -0.605009 0.0 0.0 0.0 0.01
C 1.602069 -6.117602 -1.794106 0.0 -0.1 0.0 -0.56
C 3.032029 -6.214474 -2.329439 -0.1 0.0 0.1 -0.07
C 1.390012 -7.235006 -0.759231 0.0 0.1 0.0 -0.04
C 0.632929 -6.300962 -2.970344 0.0 0.0 0.0 -0.05
C 2.721132 0.497449 1.148425 0.7 0.6 -0.7 -0.30
O 2.427080 -0.112890 2.295290 1.9 1.3 -1.1 -0.34
C 3.665058 2.469841 -2.636234 0.0 0.0 -0.1 -0.56
C 5.107610 2.129115 -3.040422 -0.1 0.0 0.0 -0.05
C 2.697155 1.951036 -3.711430 0.0 0.0 0.1 -0.05
C 3.530942 3.991937 -2.569348 0.0 -0.1 0.0 -0.07
C -0.268549 2.076426 2.640253 0.0 0.2 -0.1 -0.19
O 0.158960 1.146132 3.608827 -0.2 0.6 0.1 -0.29
C 0.074568 1.711391 4.926179 0.0 0.0 0.2 -0.06
C -1.614460 5.171141 -0.056806 0.0 0.1 0.0 -0.55
C -2.609816 6.077817 0.681590 0.0 0.0 0.0 -0.04
C -2.313387 4.498008 -1.248127 0.0 0.0 0.1 -0.04
C -0.476824 6.042818 -0.593141 -0.1 -0.1 0.0 -0.06
C -2.139068 -1.005897 1.798872 -1.0 0.0 -0.5 -0.30
O -1.297176 -1.272748 2.798247 -2.3 -0.2 -0.4 -0.32
C -4.828946 -0.144762 -1.541497 0.0 0.0 0.0 -0.56
C -5.537337 1.204684 -1.411833 0.0 -0.1 0.0 -0.06
C -5.897472 -1.245362 -1.629834 0.1 0.1 0.0 -0.05
C -4.003168 -0.127473 -2.837045 0.0 0.0 0.1 -0.05
H -0.891108 -0.584163 -1.072469 0.0 -0.1 0.1 0.10
H 0.808304 -0.071459 -1.298676 0.1 0.0 0.1 0.10
H -0.245933 0.802273 -0.160720 0.0 0.0 0.1 0.11
H -1.371217 -3.488494 1.791693 0.0 -0.1 0.0 0.10
H -2.230660 -4.012241 0.367632 0.0 0.0 0.0 0.13
H -3.266319 -2.344530 -1.105680 0.0 0.0 0.0 0.12
H -4.284676 1.385352 0.721007 0.0 0.0 0.0 0.10
H -2.324031 0.710272 3.751595 0.0 0.1 0.0 0.11
H -3.592570 1.737291 3.057630 0.0 0.0 0.0 0.13
H -3.076706 3.310527 1.267682 0.0 0.0 0.0 0.11
H 0.979522 4.542576 0.730102 0.0 0.0 0.0 0.10
H 2.381317 2.152928 3.133716 0.0 0.1 0.0 0.11
H 2.672223 3.662033 2.248674 0.0 0.0 0.0 0.13
H 2.910135 3.598315 -0.204698 0.0 0.0 0.0 0.10
H 3.691278 -0.192834 -2.024908 0.0 0.0 0.0 0.12
H 3.465766 -1.992747 1.133855 0.0 -0.1 0.0 0.10
H 4.095279 -2.053285 -0.501005 0.0 0.0 0.0 0.12
H 3.338079 -4.017263 -1.210021 0.0 0.0 0.0 0.11
H -0.702476 -5.277875 -0.638429 0.0 0.0 0.0 0.12
H 3.760566 -6.168596 -1.517978 0.0 0.0 0.0 0.09
H 3.245267 -5.414568 -3.041415 0.0 0.0 0.0 0.09
H 3.163582 -7.168286 -2.842268 0.0 0.0 0.0 0.08
H 2.019328 -7.063027 0.115366 0.0 0.0 0.0 0.09
H 1.644794 -8.205530 -1.190962 0.0 0.0 0.0 0.08
H 0.356057 -7.269971 -0.416441 0.0 0.0 0.0 0.08
H 0.771938 -5.508720 -3.709010 0.0 0.0 0.0 0.09
H -0.406048 -6.276902 -2.640447 0.0 0.0 0.0 0.08
H 0.813488 -7.262148 -3.455942 0.0 0.0 0.0 0.08
H 5.245166 1.052612 -3.143727 0.0 0.0 0.0 0.08
H 5.808585 2.487057 -2.284061 0.0 0.0 0.0 0.09
H 5.357025 2.597903 -3.995290 0.0 0.0 0.0 0.08
H 2.788346 0.871829 -3.839909 0.0 0.0 0.0 0.08
H 2.905064 2.425378 -4.673600 0.0 0.0 0.0 0.08
H 1.664576 2.173685 -3.432928 0.0 0.0 0.0 0.08
H 4.209829 4.419486 -1.829000 0.0 0.0 0.0 0.09
H 2.508746 4.288588 -2.323187 0.0 0.0 0.0 0.07
H 3.780067 4.422293 -3.540921 0.0 0.0 0.0 0.09
H 0.273170 2.781854 4.882712 0.0 0.0 -0.1 0.11
H 0.824739 1.238047 5.552064 0.0 -0.1 0.0 0.03
H -0.914960 1.539731 5.353052 0.0 0.0 -0.1 0.09
H -3.460076 5.513401 1.065175 0.0 0.0 0.0 0.08
H -2.992311 6.846625 0.006883 0.0 0.0 0.0 0.09
H -2.123046 6.572574 1.524339 0.0 0.0 0.0 0.09
H -3.182209 3.921297 -0.926583 0.0 0.0 0.0 0.07
H -1.626231 3.819472 -1.758172 0.0 0.0 0.0 0.09
H -2.649301 5.252109 -1.963035 0.0 0.0 0.0 0.09
H 0.055887 6.542124 0.218193 0.0 0.0 0.0 0.09
H -0.884764 6.813240 -1.249159 0.0 0.0 0.0 0.09
H 0.234254 5.452117 -1.174460 0.0 0.0 0.0 0.08
H -6.147235 1.249412 -0.507537 0.0 0.0 0.0 0.09
H -6.197205 1.353395 -2.268409 0.0 0.0 0.0 0.09
H -4.819071 2.027567 -1.395025 0.0 0.0 0.0 0.07
H -6.487563 -1.275065 -0.711973 0.0 0.0 0.0 0.09
H -5.443471 -2.226569 -1.769500 0.0 0.0 0.0 0.08
H -6.570670 -1.058398 -2.469882 0.0 0.0 0.0 0.08
H -3.238538 0.651553 -2.790159 0.0 0.0 0.0 0.08
H -4.647307 0.073299 -3.696495 0.0 0.0 0.0 0.08
H -3.504308 -1.083312 -3.003382 0.0 0.0 0.0 0.08
Br 2.815738 -0.679051 5.330534 0.1 -0.2 0.3 0.70
C 1.688592 -1.911804 6.303925 -0.2 0.2 -0.1 -0.96
Br -0.138267 -1.741574 5.657093 0.1 -0.1 0.5 0.71
H 1.708772 -1.678272 7.359735 0.0 0.1 0.0 0.01
H 2.020673 -2.915516 6.072872 0.0 0.0 -0.1 -0.02
S 2.030886 -3.333990 3.315514 0.8 -0.3 0.2 0.52
C 0.970136 -4.540908 2.878764 -0.4 -0.5 -0.1 -0.84
N 0.252112 -5.400832 2.583241 0.0 0.1 0.0 0.08

Record 2
58
Properties=species:S:1:pos:R:3:forces:R:3:nbo_charge:R:1 method="wB97M-V/def2-TZVPD" e_homo_ev=-8.929 homo_lumo_gap_ev=8.71 total_energy_ha=-1304.5245 de_lowest_kcal_mol=152.7 total_charge=0
C 2.492814 0.711145 3.175386 3.4 1.2 -0.9 -0.61
C 2.085864 0.931988 1.743880 0.5 -1.7 -1.4 -0.39
C 1.232748 -0.294362 1.180247 1.7 1.8 0.7 -0.45
C -1.602622 -0.115108 -1.481674 1.5 0.6 0.2 -0.11
O -1.139945 -1.057545 -2.416287 4.5 -4.3 2.8 -0.79
C -0.758431 -0.073561 -0.223566 0.0 1.4 0.3 -0.24
C 0.584719 0.110935 -0.091931 0.5 -0.7 -2.0 -0.16
H 1.762297 0.586732 3.883577 -2.4 0.6 1.6 0.20
H 3.029072 -0.211537 3.339675 0.6 -0.4 -0.5 0.20
H 3.228269 1.543530 3.431278 -1.1 -1.0 0.2 0.21
H 3.042192 1.019497 1.094742 -1.6 0.1 0.9 0.19
H 1.477937 1.840932 1.656610 0.2 -0.2 -0.2 0.21
H 1.756535 -1.273652 1.259334 0.5 0.7 -1.1 0.21
H 0.526834 -0.547183 1.907219 -1.9 0.2 1.3 0.19
H -2.547612 -0.375814 -1.099933 -1.6 -0.5 0.0 0.14
H -1.709077 0.774582 -2.072154 0.1 1.0 0.1 0.21
H -0.265599 -1.631794 -1.851582 -4.1 2.0 -1.9 0.52
H -1.490368 -0.064132 0.669162 1.9 -0.9 -1.0 0.17
H 1.392935 0.498888 -0.948131 -2.9 -1.5 2.1 0.27
H -3.122671 -2.365620 -0.535790 -0.3 -0.2 0.7 0.48
H -4.458439 -1.904647 -0.035557 -0.7 0.3 0.0 0.47
O -3.690957 -2.377810 0.266423 0.9 -0.1 -0.8 -0.95
H -3.677843 0.275499 3.505534 1.0 0.2 0.7 0.49
H -2.307681 0.499690 4.333220 -1.2 -0.3 -0.7 0.50
O -2.949162 0.894461 3.706190 -0.2 0.5 -0.1 -0.99
H -0.603577 2.900421 0.286140 0.7 -0.5 -0.7 0.50
H -1.471383 3.245333 -0.709475 -5.0 1.5 -1.1 0.46
O -0.611296 3.023523 -0.695404 4.0 -1.4 1.4 -0.97
H -0.545505 -0.600987 -3.902565 -2.0 3.4 -1.5 0.50
H -1.747291 0.018390 -4.871110 1.4 0.2 0.7 0.47
O -0.898372 0.284427 -4.425103 0.3 -2.5 -0.2 -1.01
H -1.728865 2.567236 2.595767 -1.0 0.4 1.7 0.49
H -1.948412 1.272105 1.665031 2.0 3.8 1.0 0.51
O -1.409478 2.197586 1.804967 -0.9 -3.7 -2.4 -0.99
H 3.307274 -2.998312 -0.817203 1.0 1.4 0.5 0.48
H 2.733934 -3.959956 -1.745053 -0.3 0.1 2.0 0.49
O 2.674589 -3.688788 -0.767884 0.8 -2.1 -2.3 -0.91
H 2.911785 1.798874 -2.410482 -0.3 0.6 0.7 0.48
H 2.881392 0.682124 -3.279105 -0.7 -0.4 0.5 0.46
O 2.511068 0.923133 -2.402552 1.3 0.2 -1.6 -0.93
H -0.477629 2.557655 -4.274735 -0.6 -1.3 0.2 0.49
H -0.012512 3.288952 -2.880088 -0.3 -0.5 -3.4 0.50
O 0.005395 3.288911 -3.928703 0.9 1.6 3.3 -0.99
H 0.692255 4.878986 0.576543 0.1 -0.4 -0.3 0.47
H 1.329727 4.225815 -0.679666 0.2 -2.3 -0.7 0.47
O 1.094398 5.019925 -0.283232 0.1 3.3 1.0 -0.94
H -1.063282 -1.080465 3.953052 6.0 2.3 -3.3 0.46
H -2.117585 -2.152292 3.744200 0.4 -0.5 -1.0 0.49
O -1.776246 -1.449674 4.263030 -6.0 -1.9 4.9 -0.95
H 2.831076 -1.421073 -3.134320 1.3 0.5 -0.1 0.47
H 1.459522 -1.785726 -3.107094 -0.1 -0.4 0.6 0.48
O 2.271683 -1.960960 -2.595493 -1.2 0.1 -1.0 -0.94
H 0.550553 -3.408756 0.213214 0.3 -0.4 3.4 0.46
H 1.245023 -3.224991 -1.015514 -2.7 -0.3 0.8 0.49
O 0.255210 -3.328593 -0.646219 1.0 1.0 -4.0 -1.00
H -2.353030 -3.216287 2.063411 0.4 0.2 -0.8 0.48
H -1.405142 -2.478179 1.058787 -0.3 0.0 -0.4 0.50
O -1.477107 -2.813455 1.951006 0.1 -0.6 0.8 -0.97

Record 3
41
Properties=species:S:1:pos:R:3:forces:R:3:nbo_charge:R:1 method="wB97M-V/def2-TZVPD" e_homo_ev="-10.401 / -10.572" homo_lumo_gap_ev="5.46 / 5.84" total_energy_ha=-1118.0243 de_lowest_kcal_mol=1.3 total_charge=+1
Pd 0.326147 0.620749 -0.414403 0.3 0.4 0.8 0.88
C 0.918237 -1.006201 4.788775 0.0 0.0 0.0 -0.21
C 1.822905 -0.680178 3.786101 0.0 0.0 0.1 -0.20
C 1.413476 -0.652337 2.465146 -0.3 -0.2 -0.2 -0.30
C 0.087591 -0.963691 2.119935 0.3 0.0 0.5 0.21
C -0.816759 -1.274701 3.136644 -0.1 0.2 -0.3 -0.27
C -0.396721 -1.294659 4.457605 0.0 0.0 0.1 -0.17
N -0.256731 -0.892191 0.762478 -0.3 -0.1 -0.3 -0.57
C -0.926110 -1.837921 0.078398 0.5 0.8 -0.1 0.24
C -1.438653 -3.047490 0.591347 -0.3 -0.6 0.0 -0.28
C -2.087180 -3.920549 -0.246055 0.3 0.3 0.5 -0.11
C -2.255845 -3.646901 -1.619545 0.0 0.3 -0.7 -0.23
C -1.741561 -2.503284 -2.168938 -0.3 -0.6 -0.1 -0.18
C -1.058363 -1.602512 -1.338677 0.1 0.0 0.4 0.09
N -0.427267 -0.486564 -1.769873 -0.1 0.2 -0.6 -0.11
N -0.388259 -0.103201 -2.995659 -0.6 -1.0 0.3 -0.24
C 0.254488 1.080898 -3.170274 0.8 1.3 0.1 0.31
C 0.426335 1.611180 -4.452748 -0.2 -0.5 0.2 -0.22
C 1.080970 2.811119 -4.608753 0.2 0.3 0.2 -0.12
C 1.581334 3.471638 -3.487368 -0.1 -0.1 -0.3 -0.25
C 1.393104 2.898676 -2.248595 0.0 0.0 0.2 0.07
N 0.738297 1.750828 -2.073535 -0.2 -0.3 -0.5 -0.50
H 1.240778 -1.034243 5.820522 0.0 0.0 0.0 0.23
H 2.853581 -0.461115 4.033833 0.0 0.0 0.0 0.23
H 2.117250 -0.442388 1.667192 0.1 0.0 0.0 0.22
H -1.854075 -1.461851 2.891239 0.0 0.0 0.0 0.23
H -1.105232 -1.530039 5.240759 0.0 0.0 0.0 0.23
H -1.304669 -3.298745 1.632186 0.0 0.0 0.0 0.24
H -2.474628 -4.844683 0.161165 0.0 0.0 0.0 0.23
H -2.774215 -4.350886 -2.255234 0.0 0.0 0.1 0.24
H -1.834292 -2.278907 -3.222242 0.0 0.0 0.0 0.25
H 0.044415 1.050864 -5.293812 0.0 0.0 0.0 0.25
H 1.216148 3.236528 -5.593621 0.0 0.0 0.0 0.24
H 2.112172 4.407234 -3.578953 0.0 0.0 0.0 0.25
H 1.784790 3.362627 -1.351863 0.0 0.0 0.0 0.22
C 0.065600 3.170553 1.260528 -0.1 0.2 0.1 -0.26
O 0.974334 2.055927 1.142745 -0.2 -0.1 -0.6 -0.73
H 0.492595 3.927939 1.916341 0.0 0.0 0.0 0.20
H -0.904201 2.852402 1.642752 0.0 -0.1 0.0 0.20
H -0.063016 3.596008 0.269240 0.0 0.0 0.0 0.19
H 1.163231 1.710067 2.025219 0.0 -0.3 0.0 0.52